1.
{
  "formula": "C5H11O3",
  "method": "ωB97M-V/def2-TZVPD",
  "e_tot_ha": -422.8622,
  "lumo_energy_ev": 3.91,
  "homo_ev": -4.16,
  "multiplicity": 1,
  "relative_energy_kcal_mol": 32.3,
  "total_charge": -1,
  "symbols": ["C", "C", "O", "H", "H", "H", "H", "H", "H", "C", "C", "C", "O", "O", "H", "H", "H", "H", "H"],
  "xyz": [[0.3671, -0.7341, -2.1980], [-0.1785, 0.6684, -2.3651], [-0.5162, -1.8223, -2.6923], [1.2735, -1.0056, -2.7339], [0.4763, -0.9558, -1.1315], [-0.1704, 1.0972, -1.3700], [-1.1620, -1.4899, -3.2918], [-1.2012, 0.6840, -2.7530], [0.4558, 1.2506, -3.0345], [0.5124, -0.0031, 2.5244], [-0.9959, 0.2937, 2.6025], [1.0242, 0.2368, 1.0821], [1.0451, 1.4226, 0.6960], [1.4640, -0.7808, 0.4881], [0.9760, 0.7737, 3.1377], [0.7796, -0.9687, 2.9438], [-1.0512, 1.3846, 2.5334], [-1.3953, 0.1576, 3.6025], [-1.7034, -0.2086, 1.9597]],
  "forces_ev_per_angstrom": [[-0.9971, -2.0066, -0.1428], [0.2921, -0.1667, -0.1699], [0.3569, -0.0658, 0.7559], [0.4885, 0.8573, 0.1997], [0.3485, 0.0823, -0.5740], [0.0100, 0.5290, -0.0027], [-0.5778, 0.6081, -0.6406], [0.0093, -0.1214, -0.0197], [-0.1072, 0.1963, 0.0494], [-0.7967, 0.4750, -0.1372], [0.3442, 1.0372, 1.1788], [1.1101, -0.7161, 0.5784], [-0.4121, 0.1849, -0.1663], [-0.1401, 0.1831, 0.2260], [0.1352, -0.1014, 0.0984], [0.0228, -0.2531, -0.3213], [-0.4087, -0.0940, -0.7678], [0.0675, -0.4790, 0.5271], [0.2546, -0.1490, -0.6715]],
  "mulliken_charge": [0.3195, -0.7939, -0.5820, 0.2247, -0.0940, 0.1616, 0.2506, 0.3328, 0.1992, -0.3623, -1.1507, 0.5553, -0.7323, -0.7910, 0.2004, 0.3227, 0.2572, 0.3490, 0.3331]
}

2.
{
  "formula": "C5H11O5PTb",
  "method": "ωB97M-V/def2-TZVPD",
  "e_tot_ha": -1737.6307,
  "lumo_energy_ev": [-12.99, -15.49],
  "homo_ev": [-21.63, -20.98],
  "multiplicity": 7,
  "total_charge": 3,
  "symbols": ["C", "C", "C", "C", "O", "C", "O", "O", "P", "O", "O", "H", "H", "H", "H", "H", "H", "H", "H", "H", "H", "H", "Tb"],
  "xyz": [[-2.0335, 0.6267, 1.6068], [-1.3459, -0.4478, 0.5360], [-1.1846, 0.2681, -0.9586], [-0.1342, -0.7162, -1.7944], [0.9309, 0.0200, -2.4928], [2.0188, 0.4255, -1.5883], [3.2732, 0.4782, -2.1162], [1.8870, 0.8368, -0.1823], [2.6750, -0.2640, 0.9117], [2.0472, 0.1781, 2.5055], [2.1481, -1.9022, 0.6443], [-2.7387, 1.3384, 0.9660], [-2.6462, 0.0797, 2.4533], [-1.2004, 1.3473, 2.0613], [-1.9720, -1.4297, 0.4148], [-0.2744, -0.6908, 1.0020], [-2.2029, 0.4306, -1.5112], [-0.6485, 1.3021, -0.7694], [0.2343, -1.5985, -1.1167], [-0.8027, -1.2167, -2.6465], [1.2087, 0.7149, 2.2908], [2.3780, -2.2127, -0.3004], [-1.6174, 2.4320, 0.0841]],
  "forces_ev_per_angstrom": [[-0.5033, -1.2889, 0.2246], [0.2851, 0.9625, 0.4437], [1.8966, -2.0365, 0.5716], [-2.2022, -0.7588, -1.0424], [1.3770, 0.5928, 4.8899], [7.9473, -0.2072, -6.1002], [-9.2875, -0.4797, 4.3233], [-0.1187, -2.8565, 0.0175], [-3.2153, -0.9752, 1.6420], [0.0052, -0.3530, -4.9407], [1.3896, 3.6925, -0.9432], [-1.1887, -3.2980, 3.1152], [1.2759, 1.3359, -1.6406], [-1.5434, -1.4021, -0.2725], [1.0553, 2.0071, 0.3557], [-2.4371, 0.2827, -1.3302], [1.6221, -0.1206, 0.8164], [1.7045, -4.8847, -2.9682], [-0.5199, 1.9553, -1.1990], [1.7587, 1.1094, 1.6948], [1.6480, -0.7712, 0.7529], [0.0414, 0.2158, 1.5248], [-0.9905, 7.2784, 0.0648]],
  "mulliken_charge": [-0.3952, -0.2788, -0.2380, -0.3017, -0.2107, 0.3806, -0.3448, -0.1207, 0.8835, -0.3338, -0.3701, -0.0758, 0.4577, 0.1767, 0.4346, 0.1448, 0.3307, -0.2261, 0.2116, 0.4121, 0.3396, 0.4328, 1.6910]
}

3.
{
  "formula": "C5H11O6PS",
  "method": "ωB97M-V/def2-TZVPD",
  "e_tot_ha": -1388.1843,
  "lumo_energy_ev": 0.04,
  "homo_ev": -11.02,
  "smiles": "O=P(O)(O)C[C@@H]1CCS(=O)(=O)OC1",
  "multiplicity": 1,
  "relative_energy_kcal_mol": 0.0,
  "symbols": ["O", "P", "O", "O", "C", "C", "C", "C", "S", "O", "O", "O", "C", "H", "H", "H", "H", "H", "H", "H", "H", "H", "H", "H"],
  "xyz": [[3.3198, -0.9753, 1.8060], [2.7203, -0.6818, 0.5065], [3.7429, -0.1717, -0.6166], [2.1116, -1.9695, -0.2063], [1.4053, 0.5712, 0.6280], [0.0309, 0.1583, 0.1026], [-0.8365, 1.3480, -0.3220], [-2.0475, 0.8186, -1.0825], [-2.8142, -0.7055, -0.4934], [-4.0353, -0.3487, 0.1515], [-2.8513, -1.6145, -1.5955], [-1.8276, -1.3673, 0.5766], [-0.7600, -0.6034, 1.1487], [4.0844, 0.6998, -0.4044], [1.8503, -1.7828, -1.1137], [1.3810, 0.8725, 1.6731], [1.7306, 1.4386, 0.0491], [0.1207, -0.4789, -0.7807], [-1.1638, 1.8500, 0.5897], [-0.2880, 2.0607, -0.9336], [-1.7535, 0.5645, -2.0992], [-2.8570, 1.5392, -1.1503], [-0.1228, -1.3163, 1.6685], [-1.1401, 0.0942, 1.8979]],
  "forces_ev_per_angstrom": [[-0.0837, 0.0171, 0.0051], [0.1655, -0.3335, 0.7151], [-0.3810, 0.0055, -0.2711], [0.0262, 0.2399, 0.0111], [0.0437, 0.1116, -0.4850], [-0.2805, 0.3751, -0.1722], [-0.1366, -0.4154, 0.5189], [0.3130, 0.0042, -0.3679], [-0.3230, 0.0068, -0.3332], [0.0238, 0.0491, 0.3876], [0.0908, -0.0403, 0.0962], [-0.0097, 0.2713, -0.2969], [0.4688, -0.1656, 0.2865], [0.3096, 0.1744, 0.0017], [-0.0197, -0.2385, -0.2230], [-0.1101, 0.0130, 0.1123], [0.0782, 0.0667, 0.0771], [0.2041, -0.1392, 0.0389], [0.0411, 0.2682, -0.0450], [-0.0367, 0.0447, -0.1267], [0.0209, -0.0740, -0.0420], [-0.1255, -0.0204, 0.1437], [-0.1262, -0.2290, -0.0699], [-0.1529, 0.0083, 0.0388]],
  "mulliken_charge": [-0.6832, 0.9322, -0.5130, -0.4906, -0.9135, 0.3832, -0.7813, -0.8762, 1.2371, -0.6274, -0.6276, -0.3483, -0.6349, 0.3407, 0.3273, 0.3304, 0.4604, 0.1640, 0.3647, 0.3849, 0.3787, 0.4697, 0.3815, 0.3412]
}

4.
{
  "formula": "C5H11OP",
  "method": "ωB97M-V/def2-TZVPD",
  "e_tot_ha": -613.5669,
  "lumo_energy_ev": [-0.43, -0.43],
  "homo_ev": [-8.87, -8.87],
  "multiplicity": 1,
  "relative_energy_kcal_mol": 84.4,
  "symbols": ["C", "C", "C", "C", "C", "O", "P", "H", "H", "H", "H", "H", "H", "H", "H", "H", "H", "H"],
  "xyz": [[-2.4760, -1.9112, -1.0355], [-2.0507, -0.9041, -0.3274], [0.9064, 1.1600, -1.0360], [1.8142, 0.2826, 1.1307], [0.5536, 0.5125, 0.3611], [0.3763, -1.9853, -0.5767], [-0.3464, -0.9941, 0.2018], [-3.5928, -2.1139, -1.3722], [-1.8257, -2.7954, -1.2489], [-2.6600, -0.1225, -0.1307], [0.0941, 1.1886, -1.7748], [1.1219, 2.2755, -0.9090], [1.7881, 0.6478, -1.4337], [2.2721, -0.5627, 0.5529], [1.6559, 0.1303, 2.2557], [2.4441, 1.2800, 1.0327], [-0.0370, 1.1132, 1.0284], [-0.4729, -1.1099, 2.5479]],
  "forces_ev_per_angstrom": [[-2.3106, -3.3789, -1.4859], [1.9265, -0.9018, -0.0975], [-0.3951, 1.3787, 0.7675], [1.9537, 1.0188, 0.4463], [-0.3821, 1.6499, -0.6491], [0.8120, -1.4238, -0.3767], [-0.7434, 0.1195, 2.7584], [2.3969, 1.0017, 0.6791], [-0.4265, 1.0129, 0.1454], [-1.7322, 2.4896, 0.9862], [0.1027, -0.5667, 0.2228], [0.1008, -1.5307, 0.1469], [-0.2614, 0.1721, -0.0870], [0.5372, 0.6538, 1.2619], [0.2168, -0.2814, -1.8278], [-0.9549, -2.1751, 0.1226], [-0.8259, 0.8272, -0.1991], [-0.0145, -0.0658, -2.8140]],
  "mulliken_charge": [-0.5404, -0.2743, -1.2604, -1.2397, 0.4253, -0.6248, 0.2624, 0.2188, 0.2147, 0.4294, 0.3911, 0.3469, 0.3253, 0.3372, 0.3618, 0.2959, 0.3047, 0.0261]
}

5.
{
  "formula": "C5H11PS",
  "method": "ωB97M-V/def2-TZVPD",
  "e_tot_ha": -936.5394,
  "lumo_energy_ev": [-0.84, -1.67],
  "homo_ev": [-8.84, -8.05],
  "multiplicity": 1,
  "relative_energy_kcal_mol": 65.7,
  "symbols": ["C", "C", "C", "C", "C", "P", "S", "H", "H", "H", "H", "H", "H", "H", "H", "H", "H", "H"],
  "xyz": [[1.4374, -1.4630, 0.2763], [0.2037, -0.5696, 0.0752], [-1.4396, 0.4666, -1.5129], [0.2114, 1.7059, 1.8344], [-0.5020, -0.7168, -1.2791], [0.9079, 1.2148, 0.1453], [2.5038, -0.9665, 1.6972], [1.2009, -2.5457, 0.4983], [1.9200, -1.4891, -0.6212], [-0.5288, -0.6964, 0.9519], [-1.0932, 1.4130, -1.2727], [-2.5039, 0.3374, -1.1384], [-1.6218, 0.3985, -2.6077], [0.1891, 0.8208, 2.5274], [-0.8468, 2.0819, 1.6431], [0.8142, 2.5165, 2.2639], [0.2402, -0.8089, -2.0846], [-1.0925, -1.6994, -1.3963]],
  "forces_ev_per_angstrom": [[-1.8286, -1.3139, 2.7260], [-0.3507, 0.1415, 1.2321], [-2.7075, -2.9151, -2.2538], [-0.7911, -0.2876, -0.5281], [-0.6472, -1.2804, 0.5290], [0.3961, -1.1546, 2.0432], [-0.7987, 0.8768, -1.3068], [-0.1652, 0.9699, -0.2291], [1.9116, 0.0984, -2.3085], [0.9495, 0.2292, -1.2826], [0.8165, 1.7805, 0.4666], [1.4318, 0.0316, 0.2363], [0.0696, 0.7220, 0.4019], [0.0137, 0.9373, -0.7262], [1.1657, -0.3958, 0.4049], [-0.2405, -0.2011, -0.1141], [0.0120, 0.4175, 0.1899], [0.7630, 1.3439, 0.5194]],
  "mulliken_charge": [-0.8754, -0.0924, -1.1746, -0.8902, -0.6119, 0.1091, -0.1724, 0.3669, 0.4171, 0.3118, 0.4508, 0.2506, 0.3273, 0.2922, 0.2807, 0.3394, 0.3474, 0.3235]
}

6.
{
  "formula": "C5H12",
  "method": "ωB97M-V/def2-TZVPD",
  "e_tot_ha": -197.6552,
  "lumo_energy_ev": 1.12,
  "homo_ev": -10.22,
  "smiles": "C=C.CCC",
  "multiplicity": 1,
  "relative_energy_kcal_mol": 33.8,
  "symbols": ["C", "C", "H", "H", "H", "H", "C", "C", "C", "H", "H", "H", "H", "H", "H", "H", "H"],
  "xyz": [[3.2343, 0.6076, -0.0001], [4.4015, 0.1700, -0.4576], [2.4098, -0.0985, 0.0318], [3.1128, 1.6784, -0.0396], [4.6430, -0.8687, -0.6047], [5.1544, 0.9229, -0.6655], [-1.4937, -1.1897, 0.7740], [-2.5867, -0.1814, 0.4848], [-2.2714, 0.7349, -0.7060], [-0.5766, -0.7207, 1.1362], [-1.8256, -1.9385, 1.4873], [-1.2831, -1.7486, -0.1324], [-3.5210, -0.7173, 0.2884], [-2.7991, 0.4413, 1.3580], [-2.9211, 1.6051, -0.6816], [-2.4308, 0.1983, -1.6387], [-1.2467, 1.1048, -0.6345]],
  "forces_ev_per_angstrom": [[0.3462, -0.5954, -1.4969], [0.0637, 0.5981, 0.4182], [-0.1520, 0.3944, 0.5995], [-0.5618, 0.0855, 0.5588], [0.0280, -0.1709, -0.0456], [0.2650, -0.3140, -0.0342], [-0.1469, -0.1519, -0.0760], [-0.3368, 0.3432, -0.0607], [-0.1017, -0.1816, 0.5793], [-0.0328, -0.0448, -0.0530], [0.0353, 0.0306, 0.3246], [0.2910, -0.0353, -0.2497], [0.0362, 0.0375, -0.0431], [0.1595, -0.0799, 0.0949], [-0.1424, 0.0832, -0.1761], [0.2132, 0.0899, -0.1569], [0.0363, -0.0886, -0.1830]],
  "mulliken_charge": [-0.4522, -0.4671, 0.2276, 0.2368, 0.2435, 0.2103, -1.0532, -0.2200, -1.0266, 0.2563, 0.3290, 0.3021, 0.2534, 0.2857, 0.3112, 0.3021, 0.2609]
}